Density functional theory data (ωB97M-V with the def2-TZVPD basis set) for a molecular structure, C20H30BN4O4OsS.

Each line ends with the Löwdin charge.
Geometry (Å):
Os  -0.57  -0.84  0.27  1.0459
C  4.22  -0.78  -0.19  0.0264
C  2.85  -0.22  0.05  -0.2622
O  1.89  -1.12  0.39  0.1135
C  2.52  1.07  0.05  0.0292
C  1.22  1.69  0.23  -0.2452
C  1.26  3.19  0.29  -0.0233
N  0.06  1.09  0.25  -0.0981
N  -1.01  2.02  0.23  0.0854
C  -2.08  1.45  -0.21  -0.4196
O  -2.09  0.19  -0.56  -0.2895
C  -3.33  2.24  -0.35  -0.1384
C  -4.55  1.60  -0.48  -0.0220
C  -5.73  2.34  -0.54  -0.0700
C  -5.68  3.72  -0.47  -0.0709
C  -4.45  4.36  -0.36  -0.0626
C  -3.28  3.63  -0.29  -0.0184
H  4.17  -1.74  -0.69  0.0894
H  4.73  -0.91  0.77  0.1108
H  4.80  -0.10  -0.80  0.1018
H  3.33  1.76  -0.14  0.1233
H  2.28  3.55  0.32  0.0797
H  0.72  3.54  1.17  0.0945
H  0.75  3.63  -0.57  0.0935
H  -4.59  0.52  -0.53  0.0866
H  -6.68  1.83  -0.65  0.1052
H  -6.59  4.30  -0.50  0.1086
H  -4.41  5.44  -0.32  0.1094
H  -2.32  4.12  -0.21  0.1120
C  2.00  -5.22  -2.16  0.0090
C  1.22  -4.11  -1.49  -0.4365
C  0.11  -3.61  -2.40  0.0008
O  2.12  -2.97  -1.25  0.1833
B  1.66  -2.38  -0.12  -0.8865
O  0.73  -3.11  0.59  0.0584
C  0.73  -4.43  -0.05  -0.4420
C  -0.66  -5.03  0.03  0.0038
C  1.73  -5.27  0.74  0.0083
H  2.26  -4.92  -3.17  0.1002
H  1.40  -6.12  -2.21  0.1046
H  2.92  -5.44  -1.62  0.0937
H  0.54  -3.26  -3.34  0.1050
H  -0.45  -2.78  -1.95  0.0665
H  -0.59  -4.41  -2.63  0.1010
H  -1.42  -4.31  -0.31  0.0760
H  -0.89  -5.30  1.06  0.0996
H  -0.72  -5.93  -0.58  0.1044
H  2.74  -4.86  0.66  0.1028
H  1.74  -6.30  0.37  0.1025
H  1.44  -5.28  1.79  0.1046
C  -5.70  -3.21  1.15  -0.0461
N  -4.42  -2.74  1.65  -0.0408
C  -3.52  -2.08  0.93  -0.7542
N  -3.75  -1.80  -0.34  0.1353
S  -2.04  -1.68  1.76  0.6843
H  -6.31  -3.51  2.00  0.0972
H  -5.59  -4.06  0.48  0.0976
H  -6.23  -2.40  0.64  0.0905
H  -4.13  -3.02  2.57  0.1267
H  -4.65  -2.01  -0.75  0.1090
H  -3.21  -1.04  -0.75  0.0463

Calculated values
Orbital gap (spin up / spin down) in eV: 7.2 / 7.2
Calculated total energy in eV: -49352.896
Total charge: +1